{"formula": "C17H18BFeN7O3S", "method": "ωB97M-V/def2-TZVPD", "homo_lumo_gap_ev": [5.6818, 4.0821], "multiplicity": 5, "homo_energy_ev": [-14.79, -14.77], "de_lowest_kj_mol": 0.0, "charge": 2, "elements": ["C", "N", "N", "C", "C", "B", "N", "N", "C", "C", "C", "Fe", "N", "N", "C", "C", "C", "H", "H", "H", "H", "H", "H", "H", "H", "H", "H", "H", "C", "H", "H", "H", "O", "S", "O", "N", "C", "O", "C", "C", "C", "C", "C", "C", "H", "H", "H", "H"], "positions_angstrom": [[2.7327, -0.9418, 0.5280], [1.5093, -1.3629, 0.0827], [1.6833, -2.3538, -0.8596], [2.9804, -2.6176, -0.9408], [3.6668, -1.7597, -0.0907], [0.4420, -2.9444, -1.6355], [-0.6922, -3.3254, -0.6692], [-1.0931, -2.4447, 0.3340], [-2.1167, -3.0749, 0.9954], [-2.3061, -4.3495, 0.4479], [-1.3950, -4.4661, -0.5904], [-0.1725, -0.7629, 0.2843], [-0.0766, -1.9475, -2.6999], [-0.5783, -0.7219, -2.3454], [-0.8930, -0.1005, -3.5103], [-0.6057, -0.9543, -4.6040], [-0.1055, -2.1154, -4.0408], [-1.2968, 0.9040, -3.5919], [0.2455, -3.0491, -4.4713], [-0.7285, -0.7639, -5.6629], [0.8422, -3.9291, -2.1866], [-1.1706, -5.2779, -1.2803], [3.2657, -3.4211, -1.5986], [-3.0154, -5.1115, 0.7566], [4.7233, -1.7214, 0.0703], [-2.6701, -2.6375, 1.8186], [2.8334, -0.1045, 1.2209], [-1.7556, 0.1174, -0.4245], [-2.0435, 0.3098, 0.6107], [-2.8854, -0.3108, 0.8054], [-1.3619, 0.1210, 1.4459], [-2.1862, 1.3625, 0.6294], [0.2561, 5.4698, -0.8721], [1.1729, 4.7155, -0.0429], [2.4949, 5.2765, 0.1408], [1.2210, 3.1335, -0.4725], [0.7536, 2.3032, 0.4651], [0.6899, 1.0515, 0.2640], [0.2950, 2.9659, 1.7096], [-0.1970, 2.3506, 2.8767], [-0.5891, 3.1492, 3.9463], [-0.4733, 4.5478, 3.8342], [0.0422, 5.1359, 2.6526], [0.4240, 4.3329, 1.5739], [-0.2415, 1.2594, 2.9469], [-0.9747, 2.6883, 4.8662], [-0.7883, 5.1594, 4.6921], [0.1385, 6.2164, 2.5912]], "mulliken_charge": [-0.06, 0.35, 0.00, 0.06, -1.25, 0.01, 0.14, 0.05, -0.09, -1.13, 0.02, 0.27, 0.15, -0.13, -0.25, -0.93, -0.11, 0.45, 0.43, 0.41, -0.06, 0.48, 0.51, 0.42, 0.45, 0.53, 0.50, 0.18, -0.62, 0.55, 0.28, 0.43, -0.51, 1.14, -0.50, -0.35, 0.03, -0.55, 1.16, -0.11, -0.76, -0.52, -0.44, -0.22, 0.26, 0.42, 0.42, 0.47]}

{"formula": "C17H18Br2Cl3F6GeHoNOPS4", "method": "ωB97M-V/def2-TZVPD", "homo_lumo_gap_ev": [7.0835, 4.6401], "multiplicity": 6, "homo_energy_ev": [-10.87, -10.88], "de_lowest_kj_mol": 0.0, "charge": 1, "elements": ["Ho", "C", "C", "S", "C", "C", "S", "C", "C", "S", "H", "H", "H", "H", "H", "H", "H", "H", "H", "H", "H", "H", "C", "C", "C", "C", "C", "C", "Br", "C", "C", "Br", "C", "O", "C", "N", "H", "H", "H", "H", "H", "H", "F", "P", "F", "F", "F", "F", "F", "Cl", "Ge", "Cl", "Cl", "S", "C"], "positions_angstrom": [[9.9512, -13.6628, -3.4586], [11.0203, -19.8433, -4.3075], [9.7961, -19.4622, -5.1339], [8.8458, -18.0223, -4.6919], [8.4176, -18.2342, -2.9620], [9.6244, -17.9511, -2.0776], [10.7492, -16.8530, -2.9576], [12.2804, -17.1525, -2.0689], [12.8675, -18.4560, -2.6085], [12.3011, -18.5723, -4.3535], [11.4551, -20.7403, -4.7573], [10.8330, -20.1151, -3.2717], [9.1470, -20.3706, -5.0859], [10.0867, -19.3282, -6.1720], [7.9927, -19.2393, -2.7505], [7.6225, -17.5155, -2.7896], [10.1725, -18.8608, -1.8288], [9.3706, -17.4727, -1.1462], [12.1303, -17.1474, -1.0032], [12.9399, -16.3242, -2.2916], [12.5500, -19.3602, -2.0887], [13.9633, -18.4634, -2.5947], [9.5456, -10.2217, -4.5076], [8.3727, -10.6940, -3.7029], [7.2583, -9.8530, -3.5213], [6.2012, -10.2795, -2.7523], [6.2365, -11.5795, -2.1962], [5.2179, -12.0955, -1.3464], [3.6902, -11.0931, -0.9176], [5.2873, -13.3819, -0.8890], [6.3519, -14.2193, -1.2749], [6.4612, -16.0062, -0.5849], [7.3408, -13.8026, -2.1156], [8.3375, -14.6184, -2.4794], [7.3116, -12.4249, -2.5190], [8.3886, -11.9375, -3.2227], [9.7151, -9.1456, -4.3989], [9.3828, -10.4250, -5.5774], [10.4747, -10.7270, -4.2336], [7.2622, -8.8723, -3.9626], [5.3352, -9.6607, -2.5520], [4.4998, -13.8075, -0.2736], [12.4002, -14.1997, -3.3946], [13.3888, -12.8914, -2.6821], [13.9986, -11.6259, -2.0025], [13.5945, -12.2999, -4.1264], [11.7836, -12.2290, -2.7018], [13.1063, -13.5588, -1.2708], [14.7434, -13.7122, -2.7824], [8.2299, -14.7760, -5.4984], [10.4689, -15.2977, -6.2569], [9.8520, -15.5282, -8.3150], [10.9373, -12.9492, -6.2217], [9.6352, -13.9572, 0.5458], [10.3054, -13.8917, -0.8085]], "mulliken_charge": [0.54, -0.64, -0.70, -0.02, -0.62, -0.83, 0.15, -0.65, -0.73, 0.10, 0.50, 0.25, 0.39, 0.45, 0.45, 0.12, 0.52, 0.58, 0.56, 0.13, 0.34, 0.51, -1.36, 0.99, -1.01, -0.74, 0.86, -0.15, -0.19, -0.45, -0.13, -0.13, -0.17, 0.28, 0.45, 0.41, 0.46, 0.24, 0.14, 0.49, 0.38, 0.44, -0.47, 1.44, -0.33, -0.33, -0.47, -0.33, -0.34, -0.34, 0.38, -0.33, -0.39, 0.01, 0.26]}

{"formula": "C17H18Br2N8O3SSeZn", "method": "ωB97M-V/def2-TZVPD", "homo_lumo_gap_ev": 7.3416, "multiplicity": 1, "homo_energy_ev": -7.43, "de_lowest_kj_mol": 22.8, "charge": 0, "elements": ["Zn", "N", "C", "C", "C", "C", "C", "C", "S", "O", "O", "N", "C", "N", "C", "C", "C", "N", "H", "H", "H", "H", "H", "H", "H", "H", "H", "Br", "C", "Br", "H", "H", "C", "N", "C", "C", "C", "N", "C", "O", "N", "H", "H", "H", "H", "H", "H", "H", "Se", "C", "N"], "positions_angstrom": [[-0.0411, 0.2179, 2.1279], [-2.1971, 3.4862, -4.7860], [-1.6577, 3.2309, -3.5405], [-2.4368, 2.6597, -2.5312], [-1.9067, 2.4594, -1.2698], [-0.5895, 2.8107, -0.9985], [0.1842, 3.4108, -1.9873], [-0.3430, 3.6082, -3.2466], [0.0398, 2.5958, 0.6335], [-1.1059, 2.1572, 1.4418], [0.7367, 3.7881, 1.0014], [0.9394, 1.2544, 0.7271], [2.1244, 1.0388, 0.0819], [2.6131, 1.9651, -0.7470], [3.7789, 1.6898, -1.3178], [4.4691, 0.5127, -1.0908], [3.8506, -0.3918, -0.2413], [2.6860, -0.1553, 0.3426], [-3.0234, 2.9748, -5.0430], [-1.5521, 3.6370, -5.5421], [-3.4730, 2.4126, -2.7292], [-2.5306, 2.0800, -0.4705], [1.1944, 3.7130, -1.7553], [0.2584, 4.0801, -4.0144], [4.1717, 2.4484, -1.9873], [5.4251, 0.3097, -1.5486], [4.3078, -1.3517, -0.0213], [-2.6475, -3.8221, 2.5164], [-2.7519, -2.1115, 3.4130], [-3.4977, -0.7258, 2.3045], [-1.7508, -1.8118, 3.6964], [-3.3956, -2.2296, 4.2737], [1.4657, -4.5704, 1.7220], [0.6650, -3.6068, 0.9767], [0.1169, -3.8896, -0.2269], [-0.6367, -2.9950, -0.8996], [-0.8532, -1.7302, -0.2746], [-0.3584, -1.4732, 0.9240], [0.4434, -2.3728, 1.5731], [0.9417, -2.0883, 2.6502], [-1.5616, -0.7748, -0.8788], [1.6571, -5.4300, 1.0847], [0.9318, -4.8820, 2.6186], [2.4022, -4.1067, 2.0209], [0.3261, -4.8748, -0.6210], [-1.0596, -3.2288, -1.8633], [-1.9084, -0.8957, -1.8120], [-1.6447, 0.1315, -0.4475], [-1.3636, 0.2495, 6.7569], [-0.8788, 0.3066, 5.0649], [-0.5641, 0.2901, 3.9402]], "mulliken_charge": [-0.55, -0.55, 1.10, -0.93, -0.44, -0.23, -0.52, -0.77, 1.69, -0.71, -0.76, -0.36, 0.59, -0.39, -0.06, -0.86, 0.00, -0.29, 0.22, 0.22, 0.31, 0.68, 0.56, 0.29, 0.42, 0.37, 0.41, -0.14, -0.19, -0.08, -0.15, 0.46, -0.98, 0.25, -0.21, -0.96, 0.73, 0.64, 0.21, -0.63, -0.23, 0.35, 0.30, 0.31, 0.36, 0.42, 0.23, -0.16, -0.21, 0.82, -0.58]}

{"formula": "C17H18Cl39NO5", "method": "ωB97M-V/def2-TZVPD", "homo_lumo_gap_ev": 10.1775, "multiplicity": 1, "homo_energy_ev": -10.86, "charge": 0, "elements": ["C", "C", "O", "C", "O", "O", "C", "O", "N", "O", "H", "H", "H", "H", "H", "C", "Cl", "Cl", "Cl", "H", "C", "Cl", "Cl", "Cl", "H", "C", "Cl", "Cl", "Cl", "H", "C", "Cl", "Cl", "Cl", "H", "C", "Cl", "Cl", "Cl", "H", "C", "Cl", "Cl", "Cl", "H", "C", "Cl", "Cl", "Cl", "H", "C", "Cl", "Cl", "Cl", "H", "C", "Cl", "Cl", "Cl", "H", "C", "Cl", "Cl", "Cl", "H", "C", "Cl", "Cl", "Cl", "H", "C", "Cl", "Cl", "Cl", "H", "C", "Cl", "Cl", "Cl", "H"], "positions_angstrom": [[1.0764, 0.3188, -3.0951], [1.9711, 1.5516, -3.1519], [1.0715, 2.6681, -2.9601], [1.8121, 3.7295, -3.3929], [1.8883, 4.7701, -2.8474], [2.4539, 3.3402, -4.5196], [2.4319, 1.9186, -4.5767], [1.5955, 1.5178, -5.6225], [2.0059, 0.2621, -6.1293], [1.0868, -0.4034, -6.3659], [0.7877, 0.0632, -2.0828], [1.6087, -0.5017, -3.5721], [0.2212, 0.5325, -3.7198], [2.8193, 1.5450, -2.4825], [3.4630, 1.6436, -4.7957], [4.9549, -1.4621, 3.6708], [4.9791, -3.2053, 3.4133], [6.3664, -0.6989, 2.9271], [3.4617, -0.7623, 3.0493], [4.9956, -1.2761, 4.7364], [-1.8171, -2.7223, -2.9733], [-0.9404, -3.4331, -1.5938], [-0.7553, -1.8806, -4.1108], [-2.7308, -3.9698, -3.8472], [-2.5197, -2.0030, -2.5836], [0.3590, -0.9251, 5.7931], [-0.0841, -0.0453, 4.3268], [-0.8338, -2.1594, 6.1584], [1.9477, -1.6748, 5.6264], [0.4012, -0.2300, 6.6204], [-2.6019, 3.2675, 3.1648], [-2.5477, 3.1484, 4.9245], [-1.6867, 1.9547, 2.4221], [-4.2698, 3.2675, 2.5892], [-2.1444, 4.2040, 2.8744], [1.7894, 5.9510, 1.6334], [2.4658, 7.2965, 2.5590], [0.5924, 5.0769, 2.5947], [1.0789, 6.5281, 0.1276], [2.5907, 5.2665, 1.3917], [4.7467, 9.4389, 4.5856], [4.6349, 10.6084, 3.2706], [6.4283, 9.0195, 4.9106], [3.9677, 10.0635, 6.0428], [4.2273, 8.5392, 4.2863], [-4.0130, -1.5810, 0.6336], [-3.4505, -2.4234, 2.0891], [-2.7725, -0.7709, -0.3399], [-4.9286, -2.6706, -0.4141], [-4.6880, -0.8131, 0.9874], [-3.4186, -6.8639, -1.6215], [-2.3585, -6.7753, -0.2213], [-2.7603, -7.9758, -2.8138], [-5.0603, -7.3086, -1.1509], [-3.4563, -5.8801, -2.0744], [-2.9005, -2.8142, -8.0415], [-4.2721, -1.7294, -7.7722], [-2.6787, -3.1116, -9.7670], [-1.4322, -2.1512, -7.3302], [-3.1180, -3.7596, -7.5608], [-6.7557, -4.1936, -4.5766], [-5.8163, -4.8871, -3.2495], [-5.7060, -3.3225, -5.6934], [-7.6401, -5.4582, -5.4308], [-7.4735, -3.5003, -4.1598], [4.8142, 10.3034, 9.8271], [3.9089, 11.5919, 10.6240], [6.3005, 10.9284, 9.1154], [5.1616, 8.9926, 10.9568], [4.2020, 9.9053, 9.0292], [-2.0033, -5.7843, 3.7680], [-2.8153, -4.6524, 4.8425], [-0.7249, -4.9571, 2.8743], [-1.3443, -7.1453, 4.6755], [-2.7319, -6.1650, 3.0661], [1.3256, -7.1439, -3.9328], [2.9497, -6.5229, -3.6242], [0.3060, -6.9841, -2.5049], [0.5939, -6.3195, -5.3123], [1.4080, -8.1950, -4.1733]], "mulliken_charge": [-1.82, 0.42, -0.37, 0.54, -0.50, -0.36, 0.11, -0.15, 0.05, -0.20, 0.51, 0.45, 0.45, 0.43, 0.43, 0.01, -0.11, -0.14, -0.05, 0.29, 0.12, -0.05, -0.03, -0.02, 0.05, -0.08, -0.05, -0.08, -0.10, 0.32, 0.16, -0.13, -0.05, -0.14, 0.15, 0.03, -0.11, -0.10, -0.10, 0.27, 0.44, -0.12, -0.13, -0.11, -0.06, -0.18, -0.01, -0.09, -0.06, 0.37, 0.82, -0.08, -0.10, -0.16, -0.53, 0.14, -0.15, -0.13, -0.05, 0.20, -0.18, -0.03, -0.03, -0.13, 0.33, 0.27, -0.12, -0.11, -0.13, 0.09, 0.09, -0.12, -0.09, -0.13, 0.22, -0.05, -0.13, -0.03, -0.10, 0.31]}

{"formula": "C17H18ClF6IN3O4PtS2Si", "method": "ωB97M-V/def2-TZVPD", "homo_lumo_gap_ev": 7.9976, "multiplicity": 1, "homo_energy_ev": -5.78, "de_lowest_kj_mol": 6.2, "charge": -1, "elements": ["Pt", "F", "C", "F", "F", "S", "O", "O", "N", "S", "O", "O", "C", "F", "F", "F", "Cl", "C", "C", "C", "C", "C", "C", "C", "H", "H", "H", "H", "H", "H", "C", "Si", "C", "C", "C", "C", "H", "H", "H", "H", "H", "H", "H", "H", "H", "I", "C", "C", "N", "N", "C", "H", "H", "H"], "positions_angstrom": [[-1.8941, -0.1156, -0.6248], [-4.0632, -2.5111, 3.4209], [-3.4468, -1.3944, 3.0527], [-2.1320, -1.5620, 3.1609], [-3.8262, -0.4091, 3.8647], [-3.9117, -0.9208, 1.3238], [-3.3450, 0.4072, 1.1802], [-5.3186, -1.1114, 1.2543], [-3.0026, -1.8001, 0.3328], [-3.2800, -3.3385, -0.0635], [-2.8134, -3.5473, -1.3956], [-4.5505, -3.8182, 0.3734], [-2.0516, -4.2396, 0.9920], [-1.9257, -5.4815, 0.5212], [-0.8601, -3.6489, 0.9716], [-2.4700, -4.3080, 2.2543], [4.6235, -2.6979, -0.2580], [3.0491, -2.1941, -0.8210], [2.0147, -3.1102, -0.8744], [0.7683, -2.6947, -1.3261], [0.5351, -1.3754, -1.7073], [-0.8279, -0.9320, -2.1462], [1.6074, -0.4818, -1.6521], [2.8582, -0.8793, -1.2141], [2.1810, -4.1334, -0.5647], [-0.0453, -3.4081, -1.3782], [-1.4184, -1.7878, -2.4794], [-0.7470, -0.2127, -2.9607], [1.4426, 0.5520, -1.9294], [3.6755, -0.1723, -1.1582], [0.2692, 5.1419, -2.6006], [0.7747, 3.9908, -1.2085], [2.5373, 3.4136, -1.4659], [0.6512, 4.8913, 0.4279], [-0.3097, 2.5299, -1.1787], [-1.0073, 1.5379, -1.0282], [0.9193, 6.0198, -2.6409], [-0.7588, 5.4835, -2.4660], [0.3276, 4.6296, -3.5630], [3.2387, 4.2519, -1.4575], [2.6423, 2.8951, -2.4222], [2.8179, 2.7219, -0.6671], [1.2841, 5.7826, 0.4369], [0.9743, 4.2353, 1.2393], [-0.3774, 5.1971, 0.6278], [2.4737, -2.6550, 3.3344], [1.9930, -0.8705, 2.4281], [0.8517, -0.5965, 1.7128], [0.9662, 0.6786, 1.3116], [2.1088, 1.2557, 1.7012], [2.7491, 0.3142, 2.3806], [0.0030, -1.2038, 1.4422], [0.3297, 1.1714, 0.6921], [3.7158, 0.5106, 2.8150]], "mulliken_charge": [0.67, -0.21, 0.69, -0.15, -0.24, 1.01, -0.81, -0.60, -0.56, 0.88, -0.61, -0.61, 0.62, -0.25, -0.14, -0.21, -0.25, 0.29, -0.86, 0.08, 0.02, -1.57, -0.02, -0.72, 0.44, 0.44, 0.59, 0.58, 0.30, 0.47, -1.04, 0.03, -0.90, -1.01, 1.42, -1.39, 0.29, 0.31, 0.29, 0.40, 0.31, 0.22, 0.29, 0.30, 0.32, 0.04, -0.88, 0.07, 0.79, -0.82, -0.21, 0.41, 0.04, 0.46]}